No. 1
The following is a quantum chemistry calculation of an isolated molecule of C21H23F2NO2, from the OMol25 dataset.

Output
Kohn-Sham gap = 0.335 Ha
HOMO energy = -8.345 eV
molar mass = 359.42 g/mol
SMILES string = CCOc1ccccc1CN1CCC[C@@H](C(=O)c2cc(F)ccc2F)C1

Each line ends with the Löwdin charge.
Geometry (Å):
C 4.137 -1.669 0.377  -0.056
C 2.744 -2.043 -0.118  -0.237
O 1.755 -1.114 0.279  -0.079
C 1.346 -1.059 1.583  -0.220
C 1.653 -2.010 2.549  -0.022
C 1.169 -1.878 3.840  -0.084
C 0.386 -0.795 4.188  -0.091
C 0.083 0.158 3.230  -0.039
C 0.545 0.043 1.929  -0.131
C 0.164 1.057 0.878  -0.114
N -1.134 0.840 0.261  -0.140
C -1.333 -0.502 -0.244  -0.148
H -0.405 -0.848 -0.697  0.107
C -2.475 -0.476 -1.260  -0.207
C -2.200 0.421 -2.460  -0.310
O -3.056 0.732 -3.246  0.142
C -0.779 0.879 -2.612  -0.085
C 0.222 -0.014 -2.973  0.050
C 1.525 0.436 -3.085  -0.271
C 1.873 1.753 -2.849  -0.001
C 0.879 2.648 -2.499  0.007
C -0.429 2.206 -2.392  -0.230
F -1.375 3.091 -2.044  0.088
H 1.104 3.685 -2.307  0.123
H 2.902 2.064 -2.939  0.120
F 2.487 -0.446 -3.426  0.053
H -0.006 -1.049 -3.174  0.141
C -3.758 -0.004 -0.563  -0.147
C -3.501 1.336 0.120  -0.158
C -2.283 1.253 1.040  -0.187
H -2.082 2.238 1.466  0.123
H -2.493 0.550 1.867  0.122
H -3.314 2.097 -0.638  0.108
H -4.377 1.636 0.698  0.113
H -4.559 0.096 -1.298  0.114
H -4.057 -0.749 0.178  0.118
H -2.636 -1.485 -1.662  0.158
H -1.598 -1.209 0.564  0.142
H 0.909 1.032 0.076  0.117
H 0.155 2.060 1.313  0.131
H -0.517 1.016 3.497  0.112
H 0.017 -0.688 5.197  0.100
H 1.414 -2.631 4.575  0.103
H 2.265 -2.865 2.309  0.105
H 2.475 -3.059 0.199  0.117
H 2.720 -2.008 -1.211  0.114
H 4.862 -2.386 0.002  0.079
H 4.401 -0.678 0.017  0.080
H 4.175 -1.661 1.464  0.068



No. 2
The following is a quantum chemistry calculation of an isolated molecule of C21H23F3N4O2, from the OMol25 dataset.

Output
Kohn-Sham gap = 0.290 Ha
HOMO energy = -7.442 eV
molar mass = 420.43 g/mol
SMILES string = CC(=O)Nc1ccc(NC(=O)CN2CCN(c3cccc(C(F)(F)F)c3)CC2)cc1

Each line ends with the Löwdin charge.
Geometry (Å):
C 4.634 -1.763 -7.896  -0.003
C 3.764 -1.318 -6.736  -0.515
O 3.216 -0.243 -6.693  0.071
N 3.682 -2.273 -5.761  0.110
C 2.985 -2.238 -4.550  -0.225
C 3.048 -3.364 -3.729  -0.029
C 2.382 -3.388 -2.522  -0.030
C 1.638 -2.287 -2.103  -0.223
C 1.575 -1.164 -2.921  0.005
C 2.241 -1.140 -4.131  0.007
H 2.185 -0.266 -4.757  0.102
H 1.004 -0.307 -2.608  0.102
N 0.986 -2.375 -0.865  0.118
C 0.230 -1.444 -0.222  -0.414
O -0.004 -0.336 -0.652  0.063
C -0.298 -1.995 1.119  -0.110
N -1.003 -1.129 2.021  -0.168
C -0.255 -0.088 2.698  -0.138
C -0.361 1.273 1.990  -0.135
N -1.751 1.650 1.831  -0.088
C -2.426 2.338 2.806  -0.208
C -1.816 2.728 4.008  0.040
C -2.502 3.492 4.938  -0.131
C -3.812 3.893 4.731  -0.033
C -4.422 3.516 3.545  -0.073
C -3.752 2.763 2.607  -0.014
H -4.262 2.519 1.688  0.100
H -5.438 3.823 3.349  0.106
H -4.333 4.482 5.468  0.112
C -1.783 3.839 6.206  -0.582
F -1.590 2.758 6.995  0.131
F -0.553 4.344 5.984  0.133
F -2.425 4.739 6.964  0.136
H -0.805 2.437 4.243  0.110
C -2.416 0.669 0.996  -0.131
H -1.894 0.635 0.037  0.109
C -2.346 -0.710 1.681  -0.138
H -2.913 -0.651 2.620  0.127
H -2.808 -1.467 1.045  0.123
H -3.457 0.932 0.824  0.106
H 0.063 1.193 0.985  0.110
H 0.189 2.042 2.530  0.118
H -0.674 0.005 3.708  0.122
H 0.789 -0.391 2.783  0.125
H -0.966 -2.831 0.877  0.131
H 0.560 -2.404 1.667  0.128
H 1.109 -3.264 -0.398  0.140
H 2.440 -4.268 -1.897  0.110
H 3.622 -4.226 -4.039  0.110
H 4.188 -3.133 -5.926  0.139
H 5.646 -1.965 -7.552  0.082
H 4.661 -0.974 -8.641  0.083
H 4.228 -2.667 -8.347  0.082



No. 3
The following is a quantum chemistry calculation of a cluster of 7 separate species, C21H23F5O21 in total at a distorted geometry, from the OMol25 dataset.

Output
Kohn-Sham gap = 0.382 Ha
HOMO energy = -10.669 eV
molar mass = 706.38 g/mol
SMILES string = O=C1OC[C@@H](F)O1.O=C1OC[C@@H](F)O1.O=C1OC[C@@H](F)O1.O=C1OC[C@@H](F)O1.O=C1OC[C@@H](F)O1.O=C1OCCO1.O=C1OCCO1

Each line ends with the Löwdin charge.
Geometry (Å):
C 2.062 -1.486 4.751  -0.003
C 3.524 -1.040 5.000  -0.360
O 4.375 -2.162 4.865  0.142
C 3.562 -3.160 5.361  -0.513
O 4.003 -4.196 5.778  0.158
O 2.221 -2.883 5.184  0.040
F 3.727 -0.470 6.169  0.109
H 1.733 -1.520 3.707  0.100
H 1.295 -0.985 5.344  0.134
H 3.824 -0.296 4.239  0.152
C -1.313 4.674 -0.714  -0.021
C -0.287 4.927 0.421  -0.266
O 0.849 4.192 -0.023  0.156
C 0.463 3.321 -0.960  -0.546
O 1.204 2.553 -1.503  0.159
O -0.875 3.405 -1.261  0.040
F -0.676 4.347 1.578  0.078
H -1.186 5.276 -1.588  0.133
H -2.339 4.638 -0.410  0.133
H -0.125 5.993 0.497  0.168
C -3.189 -5.583 -2.683  -0.008
C -2.461 -4.257 -2.830  -0.329
O -3.459 -3.408 -3.350  0.116
C -4.524 -4.154 -3.837  -0.514
O -5.485 -3.684 -4.466  0.118
O -4.366 -5.419 -3.541  0.097
F -1.481 -4.351 -3.744  0.092
H -3.466 -5.735 -1.652  0.130
H -2.626 -6.462 -2.975  0.140
H -2.146 -3.819 -1.905  0.136
C -3.768 1.118 3.591  -0.029
C -4.046 2.327 2.634  -0.295
O -4.714 1.717 1.568  0.157
C -4.485 0.410 1.586  -0.558
O -4.728 -0.324 0.635  0.138
O -3.909 0.008 2.723  0.077
F -2.880 2.901 2.286  0.073
H -4.425 1.037 4.461  0.144
H -2.722 1.139 3.877  0.137
H -4.675 3.061 3.121  0.167
C -0.822 0.219 -0.103  -0.072
C -1.288 -1.197 0.217  -0.242
O -0.268 -1.680 1.057  0.159
C 0.787 -0.825 0.987  -0.493
O 1.824 -0.955 1.602  0.148
O 0.554 0.242 0.197  0.099
F -1.305 -1.961 -0.955  0.029
H -1.487 0.841 0.486  0.132
H -1.115 0.411 -1.120  0.133
H -2.316 -1.325 0.570  0.160
C 0.253 1.915 -4.878  -0.093
C 0.714 0.741 -4.015  -0.123
O 0.641 -0.350 -4.903  0.070
C 0.580 0.117 -6.159  -0.560
O 0.636 -0.603 -7.139  0.131
O 0.477 1.461 -6.230  0.066
H 0.858 2.819 -4.899  0.132
H -0.785 2.156 -4.654  0.130
H 0.044 0.525 -3.226  0.102
H 1.743 0.769 -3.738  0.125
C 5.080 -0.463 0.213  -0.074
C 4.407 0.836 -0.333  -0.112
O 4.631 1.818 0.664  0.065
C 4.909 1.162 1.805  -0.554
O 4.827 1.697 2.891  0.126
O 5.297 -0.126 1.604  0.056
H 6.079 -0.593 -0.177  0.127
H 4.357 -1.213 -0.013  0.114
H 3.335 0.709 -0.435  0.108
H 4.867 1.201 -1.248  0.131



No. 4
The following is a quantum chemistry calculation of an isolated molecule of C21H23FN2O3S, from the OMol25 dataset.

Output
energy relative to the best compared isomer or geometry (same formula, charge and spin) = 0.0 kJ/mol
Kohn-Sham gap = 0.308 Ha
HOMO energy = -7.835 eV
molar mass = 402.49 g/mol
SMILES string = COc1cc(C(=S)N2CCCCC2)ccc1OCC(=O)Nc1ccc(F)cc1

Each line ends with the Löwdin charge.
Geometry (Å):
C -0.009 2.273 0.939  -0.055
H 0.197 2.754 -0.022  0.095
O 1.050 1.434 1.334  -0.115
C 1.230 0.236 0.696  -0.177
C 0.630 -0.073 -0.516  0.035
C 0.831 -1.303 -1.137  -0.282
C 1.651 -2.243 -0.528  -0.041
C 2.264 -1.941 0.670  0.015
C 2.066 -0.718 1.303  -0.194
O 2.703 -0.606 2.514  -0.036
C 2.606 0.560 3.300  -0.080
H 3.000 1.439 2.782  0.141
H 3.239 0.359 4.172  0.144
C 1.195 0.899 3.797  -0.459
O 0.926 1.997 4.225  0.075
N 0.346 -0.160 3.729  0.150
C -1.037 -0.184 3.919  -0.217
C -1.726 -1.332 3.529  -0.013
C -3.096 -1.413 3.683  -0.007
C -3.770 -0.335 4.230  -0.284
C -3.107 0.814 4.620  -0.001
C -1.735 0.889 4.466  -0.003
H -1.200 1.776 4.762  0.103
H -3.662 1.635 5.043  0.119
F -5.110 -0.408 4.384  0.051
H -3.640 -2.294 3.383  0.119
H -1.186 -2.162 3.096  0.117
H 0.741 -1.025 3.380  0.142
H 2.904 -2.658 1.159  0.124
H 1.798 -3.206 -0.991  0.113
C 0.089 -1.648 -2.365  -0.726
N 0.329 -0.977 -3.496  -0.119
C 1.359 0.025 -3.647  -0.143
H 1.932 0.108 -2.723  0.120
C 0.736 1.368 -4.032  -0.171
C -0.087 1.210 -5.308  -0.204
C -1.125 0.107 -5.117  -0.169
C -0.440 -1.193 -4.701  -0.184
H -1.173 -1.976 -4.503  0.054
H 0.236 -1.531 -5.495  0.134
H -1.682 -0.059 -6.040  0.113
H -1.835 0.399 -4.340  0.120
H -0.579 2.151 -5.556  0.110
H 0.575 0.948 -6.137  0.113
H 1.526 2.106 -4.173  0.114
H 0.089 1.712 -3.222  0.107
H 2.037 -0.299 -4.448  0.134
S -1.028 -2.859 -2.241  0.696
H -0.029 0.643 -0.981  0.114
H -0.071 3.031 1.719  0.100
H -0.955 1.727 0.887  0.106



Look up the HOMO energy of the fourth one. -7.835 eV



What is the molar mass in the first record? 359.42 g/mol